[1]
A structure of composition C38H110CrCuO34 in a non-equilibrium geometry. Source: the Open Molecules 2025 dataset; level of theory: ωB97M-V/def2-TZVPD.

Geometry as XYZ:
```
184
Properties=species:S:1:pos:R:3:mulliken_spin:R:1
Cr 16.293 4.535 -5.860 3.8917
Cu 18.380 7.450 -4.917 0.7744
C 12.841 3.923 -2.989 -0.0019
C 13.514 4.588 -4.209 0.0088
O 14.905 4.204 -4.224 -0.0252
H 13.026 2.853 -3.088 -0.0002
H 11.776 4.147 -2.931 -0.0002
H 13.323 4.417 -2.145 0.0001
H 13.449 5.675 -4.162 0.0109
H 13.087 4.330 -5.178 -0.0079
C 16.323 8.665 -7.911 -0.0171
C 15.613 7.727 -6.951 0.0025
O 16.440 6.850 -6.170 -0.0228
H 15.791 9.609 -8.027 -0.0026
H 16.285 8.098 -8.842 0.0006
H 17.386 8.892 -7.833 -0.0014
H 14.575 7.426 -7.092 0.0142
H 15.312 8.517 -6.263 0.0129
C 18.824 3.093 -3.638 0.0297
C 19.227 4.357 -4.341 0.0004
O 18.166 5.162 -4.670 -0.0031
H 19.457 2.885 -2.776 0.0001
H 19.099 2.266 -4.293 0.0015
H 17.758 2.958 -3.455 0.0004
H 19.652 4.142 -5.321 -0.0039
H 19.978 5.010 -3.895 0.0128
C 20.303 8.851 -8.500 -0.0035
C 20.163 7.467 -7.959 -0.0219
O 19.851 7.360 -6.556 0.2062
H 21.007 9.630 -8.207 -0.0022
H 19.299 9.250 -8.645 0.0015
H 20.559 8.814 -9.559 0.0005
H 20.855 6.688 -8.281 0.0124
H 19.192 7.144 -8.334 0.0063
C 9.232 4.545 -6.626 -0.0002
C 9.270 5.555 -7.736 0.0000
O 8.230 6.526 -7.686 0.0000
O 7.941 3.939 -6.471 0.0000
H 9.644 4.899 -5.681 0.0002
H 10.018 3.820 -6.835 0.0001
H 8.965 5.079 -8.668 0.0000
H 10.313 5.811 -7.922 -0.0001
H 8.417 7.099 -6.940 0.0000
H 7.343 4.667 -6.284 0.0000
C 12.389 11.058 -2.045 0.0000
C 13.330 11.729 -3.015 0.0000
O 13.747 10.676 -3.934 0.0003
O 11.008 11.180 -2.445 0.0000
H 12.489 11.446 -1.032 0.0000
H 12.402 9.976 -1.917 0.0000
H 14.297 12.152 -2.741 -0.0001
H 12.706 12.533 -3.405 0.0000
H 12.939 10.528 -4.431 -0.0001
H 10.994 10.357 -2.940 0.0000
C 18.476 3.763 -12.008 0.0000
C 19.266 4.614 -11.006 0.0018
O 20.299 4.024 -10.283 -0.0002
O 17.805 2.699 -11.461 0.0000
H 18.960 3.498 -12.947 0.0000
H 17.587 4.288 -12.357 0.0000
H 18.588 5.208 -10.394 -0.0005
H 19.769 5.477 -11.440 0.0004
H 20.998 3.991 -10.939 0.0000
H 18.424 2.032 -11.154 0.0000
C 18.206 8.776 -13.123 0.0002
C 16.907 9.079 -14.010 0.0000
O 17.238 9.500 -15.235 0.0000
O 18.955 7.806 -13.832 0.0000
H 17.988 8.654 -12.062 -0.0003
H 18.870 9.625 -13.287 0.0000
H 16.162 9.801 -13.674 0.0001
H 16.490 8.091 -14.203 0.0000
H 17.959 10.104 -15.043 0.0000
H 18.428 7.082 -14.179 0.0000
C 10.550 9.420 -8.597 0.0001
C 9.496 10.390 -8.167 0.0001
O 8.640 10.235 -7.020 0.0000
O 11.178 9.699 -9.821 0.0000
H 10.162 8.415 -8.758 0.0001
H 11.300 9.357 -7.809 -0.0001
H 8.867 10.361 -9.056 0.0000
H 9.940 11.372 -8.008 0.0000
H 8.325 11.130 -6.876 0.0000
H 11.888 10.309 -9.610 0.0000
C 23.164 8.450 -5.917 0.0065
C 24.414 8.224 -5.056 -0.0001
O 25.583 8.109 -5.809 0.0000
O 22.837 9.801 -5.881 -0.0002
H 22.377 7.892 -5.410 -0.0060
H 23.202 8.138 -6.961 -0.0002
H 24.316 7.302 -4.483 0.0001
H 24.587 9.117 -4.455 0.0000
H 26.171 8.866 -5.763 0.0000
H 21.889 9.816 -6.031 -0.0004
C 20.056 13.132 -12.653 0.0000
C 18.985 12.571 -11.698 0.0000
O 18.820 13.539 -10.735 0.0000
O 21.294 13.392 -12.197 0.0000
H 19.798 13.968 -13.303 0.0000
H 20.209 12.460 -13.498 0.0000
H 19.437 11.653 -11.323 0.0000
H 18.113 12.217 -12.247 0.0000
H 19.670 13.731 -10.332 0.0000
H 21.819 12.601 -12.338 0.0000
C 16.721 4.922 -1.364 0.0045
C 15.622 5.938 -0.868 -0.0014
O 14.903 6.532 -1.950 0.0005
O 16.175 3.680 -1.679 0.0000
H 17.358 4.747 -0.496 0.0009
H 17.415 5.390 -2.063 -0.0008
H 15.869 6.690 -0.118 0.0001
H 14.992 5.343 -0.206 -0.0001
H 14.727 5.856 -2.609 0.0031
H 16.052 3.710 -2.630 0.0161
C 14.406 3.748 -8.659 0.0140
C 13.119 4.587 -8.955 0.0022
O 12.125 4.212 -7.970 -0.0022
O 14.748 3.995 -7.333 0.0284
H 15.266 3.982 -9.286 -0.0013
H 14.094 2.721 -8.849 0.0023
H 12.750 4.366 -9.957 0.0000
H 13.515 5.602 -8.934 -0.0013
H 11.591 3.449 -8.202 0.0002
H 13.920 4.152 -6.875 -0.0038
C 18.147 2.941 -7.710 0.0089
C 17.160 1.980 -7.199 0.0095
O 16.743 2.299 -5.857 -0.0128
O 17.789 4.355 -7.566 0.0194
H 18.593 2.721 -8.680 0.0033
H 18.955 2.876 -6.981 -0.0028
H 17.489 0.942 -7.244 0.0039
H 16.408 2.002 -7.988 -0.0048
H 16.266 1.518 -5.567 0.0088
H 18.518 4.979 -7.539 0.0028
C 16.659 9.108 -2.793 0.0023
C 16.692 10.023 -3.966 -0.0046
O 17.960 9.938 -4.574 0.0076
O 16.924 7.748 -3.291 0.0134
H 15.653 9.200 -2.384 0.0029
H 17.408 9.362 -2.044 -0.0004
H 16.630 11.074 -3.682 -0.0001
H 15.941 9.696 -4.685 0.0004
H 17.874 10.600 -5.264 -0.0012
H 16.327 7.082 -2.940 0.0033
C 13.905 11.250 -10.414 0.0000
C 13.917 11.091 -11.910 -0.0001
O 13.462 12.424 -12.376 0.0000
O 12.776 11.831 -9.965 0.0000
H 14.696 11.936 -10.112 0.0000
H 14.131 10.281 -9.968 -0.0001
H 13.327 10.259 -12.293 0.0000
H 14.958 10.993 -12.220 0.0001
H 12.572 12.307 -12.717 0.0000
H 12.835 12.771 -10.153 0.0000
C 21.803 8.451 -1.823 0.0000
C 20.753 7.355 -2.313 0.0020
O 20.000 7.899 -3.420 0.0011
O 21.197 9.546 -1.309 -0.0001
H 22.392 8.797 -2.672 0.0000
H 22.366 8.080 -0.967 0.0003
H 20.053 7.004 -1.554 0.0005
H 21.335 6.485 -2.617 -0.0001
H 19.785 8.803 -3.179 -0.0013
H 21.692 10.307 -0.996 0.0000
C 10.955 8.234 -4.665 -0.0009
C 9.919 7.264 -3.888 0.0001
O 8.705 7.256 -4.640 0.0000
O 10.521 9.618 -4.627 0.0001
H 10.920 8.008 -5.730 -0.0001
H 11.966 8.256 -4.257 0.0010
H 9.576 7.706 -2.952 0.0001
H 10.323 6.296 -3.594 0.0000
H 7.955 6.901 -4.157 0.0000
H 9.884 9.601 -5.344 0.0000
C 16.888 13.686 -7.870 0.0000
C 17.159 12.186 -7.539 -0.0001
O 17.254 12.224 -6.100 0.0001
O 16.104 14.339 -6.770 0.0000
H 16.380 13.881 -8.814 0.0000
H 17.892 14.107 -7.822 0.0000
H 18.077 11.899 -8.052 0.0000
H 16.381 11.525 -7.922 0.0009
H 16.918 13.101 -5.902 0.0000
H 15.282 14.720 -7.088 0.0000
```

Results
- E: -183848.401 eV
- Spin multiplicity: 6
- Lowest unoccupied orbital energy (alpha / beta): 0.05 / -0.49 eV
- <S²>: 8.762
- HOMO-LUMO gap (alpha / beta): 0.2363 / 0.2480 Eh

[2]
A cluster of 15 separate species, C38H110N4O26 in total in a non-equilibrium geometry. Source: the Open Molecules 2025 dataset; level of theory: ωB97M-V/def2-TZVPD.

Geometry as XYZ:
```
178
Properties=species:S:1:pos:R:3:lowdin_charge:R:1
C -7.865 1.720 4.199 -0.0636
C -7.022 0.768 5.097 -0.4138
C -5.540 1.256 5.174 -0.2465
O -4.826 0.294 5.886 -0.1938
C -3.664 0.798 6.561 -0.0888
N -7.499 0.673 6.483 0.0455
H -7.718 2.735 4.567 0.0737
H -8.887 1.343 4.159 0.0759
H -7.391 1.722 3.217 0.0709
H -6.936 -0.120 4.471 0.1285
H -5.335 2.282 5.481 0.1213
H -5.163 1.262 4.151 0.1139
H -2.883 1.011 5.831 0.0754
H -3.293 -0.093 7.067 0.0860
H -3.774 1.657 7.223 0.0882
H -7.300 1.565 6.911 0.0693
H -8.505 0.734 6.409 0.0578
C 2.294 1.125 -0.961 -0.0666
C 0.873 0.542 -0.982 -0.4321
C 0.568 -0.421 0.303 -0.1612
O -0.800 -0.741 0.271 -0.2205
C -1.247 -1.370 1.421 -0.1222
N -0.103 1.556 -1.015 0.0345
H 2.484 1.571 0.014 0.0663
H 2.557 1.864 -1.718 0.0729
H 3.084 0.374 -0.921 0.0627
H 0.764 -0.115 -1.845 0.1219
H 0.764 0.131 1.222 0.1163
H 1.104 -1.370 0.289 0.1213
H -1.173 -0.748 2.313 0.0875
H -0.726 -2.308 1.611 0.0863
H -2.290 -1.599 1.202 0.0930
H -0.971 1.082 -0.810 0.0658
H -0.135 1.929 -1.954 0.0815
C 0.805 5.376 4.356 -0.0821
C -0.164 4.272 4.651 -0.4841
C -0.809 3.878 3.333 -0.1808
O -1.548 4.906 2.672 -0.1992
C -2.658 4.434 1.961 -0.1214
N 0.600 3.287 5.246 0.0229
H 1.199 6.010 5.151 0.0829
H 0.323 6.070 3.668 0.0705
H 1.609 4.957 3.751 0.0833
H -0.919 4.603 5.365 0.1457
H -1.391 2.962 3.438 0.1208
H -0.102 3.837 2.504 0.1341
H -3.279 5.269 1.636 0.0914
H -3.322 3.693 2.405 0.0770
H -2.245 3.872 1.123 0.0820
H 1.201 2.795 4.600 0.0782
H 1.270 3.721 5.865 0.0762
C 11.676 4.499 -3.219 -0.0828
C 10.931 4.423 -1.903 -0.4092
C 10.286 2.949 -1.797 -0.1698
O 9.621 2.594 -0.487 -0.1963
C 9.338 1.171 -0.688 -0.1205
N 12.001 4.551 -0.899 0.0217
H 10.930 4.338 -3.996 0.0727
H 12.480 3.772 -3.332 0.0860
H 11.945 5.549 -3.342 0.0826
H 10.073 5.060 -1.687 0.1392
H 11.054 2.181 -1.887 0.0995
H 9.645 2.829 -2.670 0.1094
H 8.631 0.888 -1.467 0.0866
H 9.035 0.923 0.330 0.0824
H 10.275 0.620 -0.772 0.0766
H 12.607 3.773 -1.120 0.0600
H 11.579 4.334 -0.008 0.0617
C 5.891 -3.799 -2.134 -0.2945
C 5.786 -4.673 -3.354 -0.1888
O 4.455 -5.277 -3.648 -0.0865
O 5.764 -4.501 -0.953 -0.0493
H 5.268 -2.905 -2.128 0.1188
H 6.884 -3.357 -2.058 0.1154
H 6.539 -5.460 -3.312 0.1179
H 6.024 -4.118 -4.261 0.1112
H 4.472 -6.194 -3.364 0.0700
H 5.510 -3.883 -0.263 0.0887
C -7.864 -2.503 -0.306 -0.1838
C -7.573 -4.018 -0.599 -0.2521
O -8.229 -4.398 -1.781 -0.0546
O -9.105 -2.192 0.460 -0.0883
H -7.697 -1.826 -1.143 0.1131
H -7.061 -2.169 0.352 0.0958
H -7.820 -4.678 0.232 0.1157
H -6.491 -4.147 -0.628 0.1078
H -7.662 -4.011 -2.452 0.0819
H -9.110 -2.846 1.162 0.0639
C 4.763 -1.674 3.788 -0.2520
C 5.374 -0.418 4.447 -0.2081
O 4.821 0.833 3.925 -0.0782
O 4.875 -1.515 2.423 -0.0883
H 3.675 -1.622 3.823 0.1225
H 5.347 -2.570 3.999 0.1294
H 6.439 -0.402 4.214 0.1121
H 5.384 -0.549 5.529 0.1116
H 5.142 1.627 4.360 0.0853
H 4.760 -0.569 2.307 0.0662
C -2.054 7.556 -5.106 -0.2647
C -2.041 6.223 -4.326 -0.2266
O -0.852 5.403 -4.398 -0.0781
O -1.192 8.539 -4.647 -0.0527
H -3.100 7.831 -5.246 0.1202
H -1.554 7.358 -6.054 0.1139
H -2.912 5.633 -4.610 0.1062
H -2.161 6.420 -3.261 0.1158
H -0.775 5.037 -5.282 0.0744
H -0.329 8.431 -5.053 0.0922
C -3.074 -2.711 -4.932 -0.2589
C -3.290 -2.050 -6.316 -0.2477
O -4.024 -0.867 -6.225 -0.0529
O -4.242 -3.105 -4.293 -0.0780
H -2.612 -2.071 -4.179 0.1180
H -2.538 -3.659 -4.984 0.1203
H -3.821 -2.817 -6.879 0.1186
H -2.332 -1.720 -6.717 0.1221
H -4.786 -1.216 -5.758 0.0741
H -4.092 -3.998 -3.972 0.0825
C 2.709 7.298 -0.021 -0.2617
C 3.482 8.620 -0.143 -0.2457
O 2.871 9.564 -1.009 -0.0605
O 2.642 6.598 -1.240 -0.0533
H 1.682 7.509 0.277 0.1158
H 3.190 6.717 0.766 0.1101
H 4.397 8.387 -0.688 0.1174
H 3.819 8.990 0.825 0.1117
H 1.938 9.653 -0.804 0.0805
H 1.797 6.142 -1.250 0.0846
C -1.446 -6.592 -1.200 -0.2252
C -2.651 -7.531 -1.243 -0.2719
O -3.458 -7.137 -2.283 -0.0718
O -0.654 -6.859 -2.367 -0.0585
H -0.887 -6.756 -0.279 0.1050
H -1.717 -5.550 -1.027 0.1150
H -3.219 -7.614 -0.317 0.1182
H -2.377 -8.514 -1.627 0.1211
H -4.197 -7.744 -2.363 0.0903
H -0.120 -6.101 -2.616 0.0816
C -4.343 -4.549 5.237 -0.2160
C -4.244 -5.881 4.348 -0.2038
O -2.953 -5.829 3.731 -0.1099
O -5.687 -4.458 5.684 -0.0730
H -4.054 -3.737 4.570 0.1115
H -3.643 -4.615 6.070 0.1119
H -4.872 -5.911 3.458 0.1101
H -4.301 -6.814 4.910 0.1150
H -2.575 -6.706 3.825 0.0723
H -5.831 -3.530 5.882 0.0799
C 1.754 -7.763 3.209 -0.2283
C 2.292 -7.933 4.611 -0.2415
O 3.528 -8.672 4.694 -0.0769
O 0.864 -8.838 2.986 -0.0895
H 2.511 -8.108 2.505 0.1226
H 1.232 -6.809 3.142 0.1230
H 1.581 -8.502 5.209 0.1183
H 2.329 -7.040 5.236 0.1079
H 4.233 -8.268 4.184 0.0772
H 1.346 -9.635 2.754 0.0869
C 2.483 -1.368 -6.109 -0.2505
C 3.378 -1.157 -7.380 -0.2573
O 2.638 -1.460 -8.543 -0.0517
O 1.979 -2.648 -5.842 -0.0546
H 1.648 -0.801 -6.521 0.1122
H 2.811 -0.934 -5.165 0.1166
H 4.325 -1.685 -7.269 0.1029
H 3.765 -0.141 -7.459 0.1158
H 2.320 -2.342 -8.337 0.0801
H 2.693 -3.121 -5.409 0.0803
C -6.746 2.605 -3.597 -0.2036
C -6.086 3.379 -2.406 -0.2323
O -6.738 3.085 -1.185 -0.0640
O -7.990 3.284 -3.871 -0.0983
H -6.976 1.556 -3.412 0.1104
H -6.247 2.638 -4.566 0.1107
H -6.156 4.451 -2.593 0.1093
H -5.012 3.214 -2.323 0.1118
H -7.668 2.980 -1.397 0.0779
H -8.289 3.080 -4.760 0.0781
```

Results
- E: -100369.106 eV
- Lowest unoccupied orbital energy: -0.08 eV
- HOMO-LUMO gap: 0.3338 Eh